(1)
{"formula": "C8H13CuN3OS4", "method": "ωB97M-V/def2-TZVPD", "charge": -1, "total_energy_ha": -3785.49511, "species": ["Cu", "O", "C", "S", "C", "C", "S", "S", "S", "C", "N", "C", "C", "N", "N", "C", "C", "H", "H", "H", "H", "H", "H", "H", "H", "H", "H", "H", "H", "H"], "positions_angstrom": [[-0.141141, -0.513536, 1.596782], [1.336092, -4.332915, 6.856225], [1.041876, -3.647415, 5.898906], [1.281250, -4.126405, 4.221875], [0.645299, -2.666400, 3.451159], [0.212198, -1.694070, 4.283894], [-0.444228, -0.148917, 3.836941], [0.343235, -2.037900, 6.013029], [0.642044, -2.622138, 1.715038], [-2.154977, 2.487743, -1.227232], [-1.012364, 1.839126, -1.828268], [-0.264578, 2.685745, -2.745726], [-0.323578, 0.882734, -1.080029], [-0.479929, 0.761101, 0.191282], [0.536675, 0.115267, -1.820904], [1.565417, -0.682035, -1.176641], [0.146901, -0.370672, -3.131649], [-2.757981, 2.926833, -2.023358], [-1.874103, 3.288688, -0.529346], [-2.762263, 1.755659, -0.696855], [-0.201666, 3.708416, -2.357088], [-0.745453, 2.719021, -3.727955], [0.746466, 2.305235, -2.860929], [-1.001079, 1.529240, 0.593972], [1.909116, -0.185185, -0.274156], [2.401806, -0.790976, -1.871814], [1.210940, -1.672103, -0.886729], [-0.745489, 0.140589, -3.478786], [-0.063417, -1.444441, -3.088397], [0.952930, -0.210288, -3.853242]], "atomic_forces_ev_per_a": [[0.10, -0.43, 0.43], [-0.02, -0.02, -0.03], [0.06, 0.03, -0.01], [-0.07, 0.05, -0.04], [0.01, -0.10, 0.36], [0.10, -0.23, 0.11], [-0.05, 0.21, -0.12], [-0.04, 0.03, -0.07], [0.08, -0.05, -0.25], [-0.01, -0.07, -0.03], [0.04, -0.01, -0.08], [-0.07, -0.07, 0.01], [-0.07, 0.29, -0.05], [0.00, 0.19, -0.34], [-0.05, -0.01, 0.07], [0.02, 0.04, 0.13], [0.01, 0.02, 0.02], [-0.03, 0.03, 0.04], [0.00, 0.01, 0.00], [-0.01, 0.02, -0.01], [0.00, 0.00, 0.00], [0.02, 0.04, 0.01], [-0.01, -0.03, -0.04], [0.05, 0.08, -0.13], [0.00, -0.02, 0.03], [-0.02, 0.03, -0.02], [-0.04, -0.03, 0.01], [-0.01, 0.01, -0.01], [0.01, 0.00, 0.01], [0.00, -0.01, -0.01]], "mulliken_charge": [-0.46, -0.62, 0.56, -0.22, 0.21, 0.17, -0.44, -0.21, -0.49, -1.26, 0.15, -1.14, 1.08, -0.56, 0.17, -1.04, -1.14, 0.30, 0.38, 0.46, 0.36, 0.29, 0.38, 0.12, 0.35, 0.26, 0.29, 0.39, 0.36, 0.30]}

=====

(2)
{"formula": "C2H6FPS2", "method": "ωB97M-V/def2-TZVPD", "e_above_lowest_kcal_mol": 22.15, "smiles": "CC[P@@](F)(=S)S", "total_energy_ha": -1317.41648, "species": ["C", "C", "F", "P", "S", "S", "H", "H", "H", "H", "H", "H"], "positions_angstrom": [[1.137963, 0.736396, 0.285345], [0.088709, -0.389615, 0.059544], [-1.553880, -0.187679, 1.924065], [-1.666525, 0.149375, 0.095119], [-2.126204, 1.945112, -0.270488], [-3.013774, -1.356946, -0.400728], [2.218409, 0.303614, 0.334351], [1.067478, 1.513498, -0.500979], [0.810193, 1.140654, 1.351319], [0.117980, -1.342918, 0.744392], [0.217192, -0.906733, -1.037185], [-2.196083, -2.132537, 0.288116]], "atomic_forces_ev_per_a": [[-0.22, -0.62, 2.29], [0.42, -3.18, -3.09], [-0.88, 0.69, -2.88], [1.09, -0.34, 4.19], [-0.11, -0.06, -0.30], [0.41, 0.75, -0.20], [-2.04, 0.75, -0.07], [0.00, -0.43, 0.65], [1.19, -0.30, -2.24], [0.19, 2.18, -0.94], [-0.16, 1.36, 2.28], [0.11, -0.78, 0.31]], "mulliken_charge": [-0.96, -0.44, -0.42, 0.67, -0.32, -0.20, 0.30, 0.29, 0.27, 0.32, 0.32, 0.16]}

=====

(3)
{"formula": "C44H98N6O4", "method": "ωB97M-V/def2-TZVPD", "smiles": "CCN(CC)CC.CCN(CC)CC.CCN(CC)CC.CCN(CC)CC.C1CCOC1.C1CCOC1.C1CCOC1.C1CCOC1.CC#N.CC#N", "total_energy_ha": -2364.53194, "species": ["C", "C", "N", "H", "H", "H", "C", "C", "N", "H", "H", "H", "C", "C", "N", "C", "C", "C", "C", "H", "H", "H", "H", "H", "H", "H", "H", "H", "H", "H", "H", "H", "H", "H", "C", "C", "N", "C", "C", "C", "C", "H", "H", "H", "H", "H", "H", "H", "H", "H", "H", "H", "H", "H", "H", "H", "C", "C", "N", "C", "C", "C", "C", "H", "H", "H", "H", "H", "H", "H", "H", "H", "H", "H", "H", "H", "H", "H", "C", "C", "N", "C", "C", "C", "C", "H", "H", "H", "H", "H", "H", "H", "H", "H", "H", "H", "H", "H", "H", "H", "C", "C", "C", "O", "C", "H", "H", "H", "H", "H", "H", "H", "H", "C", "C", "C", "O", "C", "H", "H", "H", "H", "H", "H", "H", "H", "C", "C", "C", "O", "C", "H", "H", "H", "H", "H", "H", "H", "H", "C", "C", "C", "O", "C", "H", "H", "H", "H", "H", "H", "H", "H"], "positions_angstrom": [[-4.423697, 1.471800, 2.768655], [-5.452522, 0.729296, 3.449494], [-6.307402, 0.057015, 3.864584], [-4.080865, 0.844959, 1.968709], [-3.664850, 1.701293, 3.504529], [-4.860847, 2.407040, 2.401187], [2.247933, -3.140565, 3.703393], [3.627407, -2.666818, 3.892468], [4.726757, -2.328647, 4.020795], [1.844675, -3.262922, 4.715488], [2.320630, -4.157930, 3.218849], [1.718327, -2.493549, 2.991319], [-2.577736, -2.428665, -0.227307], [-2.613602, -3.176855, 1.200632], [-3.398398, -2.360163, 2.148042], [-3.291999, -3.123568, 3.434658], [-2.052914, -2.647186, 4.147254], [-4.762214, -2.012433, 1.781699], [-5.734175, -3.152995, 1.482415], [-3.593968, -2.270212, -0.561513], [-1.946381, -2.960041, -0.997529], [-2.228468, -1.376558, -0.180752], [-2.978881, -4.189578, 1.086752], [-1.643872, -3.296997, 1.534781], [-4.208004, -2.949430, 4.015726], [-3.282341, -4.202757, 3.289509], [-1.169679, -2.750588, 3.574785], [-2.205855, -1.610059, 4.549820], [-1.791973, -3.245460, 5.062539], [-4.691356, -1.235146, 0.964438], [-5.087912, -1.461332, 2.657047], [-5.602728, -3.575590, 0.475543], [-6.824087, -2.781944, 1.587970], [-5.532757, -3.955979, 2.194032], [6.886583, 0.016074, 1.837858], [5.920510, -0.617223, 0.870931], [4.817845, 0.264096, 0.511809], [4.200933, -0.132717, -0.794646], [4.901258, 0.516235, -2.013495], [3.681197, 0.293060, 1.512334], [2.961172, 1.660935, 1.487535], [6.448738, 0.443247, 2.780952], [7.461415, 0.887997, 1.451344], [7.669880, -0.696021, 2.087905], [6.475486, -0.805564, -0.079407], [5.580357, -1.617236, 1.232439], [3.148836, 0.171437, -0.776352], [4.205232, -1.271912, -0.874015], [5.891160, 0.097971, -2.220798], [4.943739, 1.608784, -1.862743], [4.234574, 0.384630, -2.920760], [2.925854, -0.519960, 1.282951], [4.135956, 0.035291, 2.495609], [2.555225, 1.821420, 0.524221], [2.275836, 1.700577, 2.310227], [3.641789, 2.494825, 1.737952], [-2.607342, 4.376622, -2.241652], [-3.664778, 3.992785, -3.240515], [-3.040800, 3.586615, -4.478150], [-3.696192, 2.486891, -5.162749], [-3.233398, 1.177519, -4.566207], [-2.980304, 4.734424, -5.386889], [-1.844305, 4.692195, -6.400825], [-2.116560, 5.266947, -2.589625], [-1.881181, 3.567208, -2.095242], [-3.034970, 4.599870, -1.286443], [-4.301511, 3.262352, -2.878953], [-4.272899, 4.829830, -3.397926], [-4.747096, 2.679160, -5.170921], [-3.462293, 2.499119, -6.277125], [-2.138180, 1.083889, -4.462856], [-3.604208, 0.974315, -3.561265], [-3.532856, 0.341013, -5.191311], [-2.727787, 5.562572, -4.735287], [-3.953025, 4.740298, -5.907188], [-0.903292, 4.645686, -5.760736], [-1.822374, 5.591217, -7.027924], [-1.853044, 3.925140, -7.173316], [-0.389718, -4.030788, -3.991680], [1.067692, -3.981937, -3.455055], [1.225918, -3.607085, -2.000641], [2.664214, -3.307671, -1.863434], [3.654308, -4.427004, -2.176032], [0.743977, -4.575670, -1.057496], [0.711931, -4.026682, 0.409799], [-0.356785, -4.118377, -5.073932], [-0.925477, -3.153659, -3.624807], [-1.014111, -4.886561, -3.612583], [1.580140, -4.924249, -3.664076], [1.505198, -3.180010, -3.984315], [2.780624, -2.435685, -2.503907], [2.879496, -2.862821, -0.860795], [4.599055, -4.304781, -1.644877], [3.203379, -5.434888, -1.989596], [3.877941, -4.508342, -3.256166], [1.323980, -5.456699, -1.206237], [-0.248797, -4.888058, -1.305853], [-0.011577, -4.614708, 1.013796], [0.384980, -2.986044, 0.367709], [1.657759, -4.079663, 0.974356], [0.501968, 5.312917, 2.057787], [-0.615664, 4.790573, 1.094536], [-1.505326, 3.945943, 2.032215], [-0.615302, 3.574039, 3.110837], [0.065825, 4.726439, 3.438066], [0.437188, 6.404523, 2.079399], [1.466153, 4.975569, 1.718299], [-0.263263, 4.194614, 0.214236], [-1.201342, 5.660219, 0.723506], [-1.828925, 3.070697, 1.501552], [-2.384590, 4.450264, 2.398029], [0.968797, 4.407718, 3.982581], [-0.622071, 5.458373, 3.935115], [1.155059, 0.941409, -3.461667], [1.793173, 1.150017, -4.813710], [1.236610, 0.066400, -5.751213], [0.153891, -0.506903, -5.090571], [0.391617, -0.434644, -3.663239], [0.419335, 1.739334, -3.202635], [1.846493, 0.866288, -2.651834], [2.845051, 1.143209, -4.712185], [1.592056, 2.123912, -5.120844], [1.918715, -0.767588, -6.042540], [0.883669, 0.418385, -6.706559], [1.067030, -1.298532, -3.440073], [-0.587416, -0.560618, -3.185627], [0.243993, -0.351818, -0.221683], [-0.059418, -0.504075, 1.235307], [-0.990318, 0.653181, 1.591436], [-1.645503, 0.965677, 0.359372], [-0.623552, 0.842140, -0.653513], [0.016743, -1.270325, -0.838827], [1.293527, -0.165854, -0.454398], [0.847831, -0.502411, 1.888313], [-0.562427, -1.424943, 1.353537], [-0.506970, 1.529930, 1.994074], [-1.779621, 0.365464, 2.315517], [0.027344, 1.722789, -0.782462], [-1.219915, 0.757368, -1.555180], [0.371715, 0.137897, 6.236013], [1.901882, 0.553868, 6.385927], [2.300301, 0.760843, 4.896831], [1.167092, 0.549447, 4.094914], [0.006541, 0.774160, 4.920748], [-0.250151, 0.480400, 7.076518], [0.363723, -0.908699, 6.186801], [2.361884, -0.242555, 6.838867], [2.012148, 1.504172, 7.010169], [3.104321, 0.086509, 4.602413], [2.648814, 1.766831, 4.876804], [-0.876314, 0.269778, 4.379832], [-0.207907, 1.840030, 5.016255]], "atomic_forces_ev_per_a": [[-0.48, 0.66, 0.54], [-2.30, -1.51, 0.73], [1.40, 1.31, -0.34], [0.56, -0.07, -0.50], [0.53, 0.10, -0.17], [0.24, -0.19, -0.10], [0.94, -1.14, -0.45], [0.91, 0.27, -0.23], [-1.11, -0.25, -0.05], [-0.53, 0.24, -0.51], [-0.15, 0.96, 0.60], [-0.13, 0.01, 0.67], [0.66, -0.42, 0.72], [-2.02, 2.51, -2.96], [1.18, -1.98, 0.53], [-0.75, 1.05, -0.29], [-0.51, 0.16, 2.77], [0.31, 0.91, -0.44], [-1.10, 0.58, -0.20], [-0.30, -0.59, -0.45], [-0.82, 0.37, 0.79], [0.19, -0.71, 0.47], [-0.60, -0.43, -0.23], [1.99, 0.09, 0.95], [0.31, 0.23, 0.11], [0.16, -0.27, -0.29], [0.85, 0.38, -1.00], [0.35, -0.76, -0.73], [-0.61, 0.22, -0.60], [-0.30, -0.93, 0.57], [-0.42, -0.14, -0.11], [-0.06, 0.18, 0.22], [1.74, -0.70, -0.13], [-0.35, -0.03, 0.05], [0.77, 1.26, 1.03], [0.09, -0.11, -0.87], [-2.07, -0.23, -0.39], [1.05, -0.54, 0.16], [-1.39, 0.01, -0.38], [1.04, -0.23, -0.12], [1.91, -0.47, 1.46], [0.07, -0.86, -0.75], [-0.66, -0.49, -0.39], [-0.10, -0.23, 0.36], [-0.30, 0.00, 0.61], [0.05, 0.47, -0.02], [0.32, 0.02, -0.11], [0.00, 1.25, -0.03], [-0.18, 0.18, 0.06], [0.27, -0.46, 0.07], [0.86, -0.13, 0.81], [0.73, 0.55, 0.21], [-0.50, 0.42, -0.47], [-0.81, 0.35, -0.86], [-1.11, -0.16, -0.01], [0.17, -0.46, -0.48], [0.23, -0.61, 0.18], [1.80, 0.06, -0.23], [0.70, 0.24, -1.36], [1.44, -0.11, -0.91], [0.14, -0.91, 0.12], [0.32, -0.85, -0.29], [1.26, 0.26, 0.61], [0.56, 0.37, -0.11], [-0.08, 0.21, -0.15], [-0.36, 0.22, 0.73], [-1.11, -1.86, 0.80], [-1.26, 1.52, -0.37], [-1.29, -0.40, 0.33], [0.23, 0.07, 1.38], [-0.33, 0.50, -0.39], [-0.32, 0.21, 0.06], [-0.19, -0.20, -0.05], [-0.68, 0.67, -0.24], [0.00, 0.98, 0.18], [-0.85, -0.08, -1.23], [-0.01, 0.26, 0.51], [-0.11, -0.61, 0.48], [-0.12, -0.98, 1.50], [-1.90, -0.68, 1.48], [0.33, 0.56, -1.67], [-0.33, 0.96, 1.10], [-0.39, -0.98, -0.91], [0.15, 0.54, 0.90], [-0.03, -0.83, -0.28], [-0.16, 0.30, -0.07], [0.09, 0.24, -0.50], [0.85, 0.48, -0.28], [0.09, -0.04, -0.18], [0.90, 0.66, -0.72], [0.52, -0.03, -0.31], [-0.42, -0.70, -0.42], [-0.15, -0.14, 0.05], [0.52, 0.78, 0.43], [0.04, 0.40, 0.40], [0.64, -1.24, 0.64], [-0.82, 0.16, -0.33], [0.33, 0.34, -0.42], [0.02, -0.17, 0.08], [-0.11, 0.04, -0.59], [-1.33, 0.26, -0.14], [-0.50, 0.66, 0.02], [1.34, -0.42, -0.46], [-1.69, -1.02, -0.50], [1.15, 0.92, -0.92], [0.47, -0.12, -0.01], [0.45, -0.04, 0.17], [-0.14, 0.52, 0.89], [0.39, -0.62, -0.07], [-0.19, -0.62, 0.08], [-0.25, 0.56, 0.37], [-0.59, 0.51, 0.44], [0.79, -0.47, 0.13], [-2.40, -1.06, 0.16], [0.13, -0.87, 0.13], [0.64, -0.69, -0.29], [-1.14, 0.06, 1.12], [0.97, 0.01, -1.07], [0.50, -0.52, -0.31], [0.59, -0.04, 0.54], [1.31, -0.42, -0.09], [-0.65, 1.61, -0.98], [0.34, 0.64, 0.56], [-0.23, 0.56, -0.29], [-0.53, 0.71, 0.41], [0.43, 0.11, 0.06], [0.07, -0.49, -2.22], [1.20, 0.60, 1.38], [-0.98, -0.61, 0.16], [0.82, 0.39, -0.09], [-0.64, 0.03, 0.11], [0.02, 0.84, 0.76], [-0.05, 0.17, 0.24], [-0.72, 0.02, -0.49], [-0.66, -0.95, 0.55], [0.60, 0.19, 0.06], [0.40, -0.03, -0.41], [-0.39, 0.19, 0.48], [0.29, -0.32, -0.41], [0.99, 2.13, 0.75], [-2.66, 2.15, -0.67], [0.37, -0.51, 1.53], [-0.65, 0.06, 0.06], [-1.00, -1.17, -1.24], [0.20, -0.14, -0.27], [-0.37, -1.58, -0.19], [1.56, -1.67, 1.17], [-0.05, -1.32, -0.89], [-0.08, 0.03, -0.18], [0.38, 1.04, -0.75], [1.31, 0.80, 0.85], [0.05, 0.09, -0.05]], "mulliken_charge": [0.34, 0.00, -0.52, -0.19, 0.00, 0.44, 0.07, 0.21, -0.52, 0.46, 0.57, -0.63, -1.07, -0.75, 1.09, -0.93, -0.69, -0.64, -1.46, 0.82, -0.14, 0.24, 0.54, -0.22, 0.62, 0.29, -0.15, 0.12, 0.51, 0.37, 0.32, 0.29, 0.39, 0.29, -1.41, -0.12, 0.28, 1.79, -1.42, 0.72, -0.93, 0.24, 0.37, 0.42, 0.49, 0.18, -1.57, 0.19, 0.39, 0.35, 0.12, -0.63, 0.17, 0.18, -0.17, 0.41, -0.72, -1.48, 0.79, -0.99, -1.24, -0.75, -1.24, 0.39, 0.03, 0.44, 0.63, 0.44, 0.45, 0.46, 0.18, 0.31, 0.52, 0.42, 0.40, 0.21, 0.39, 0.33, -1.24, -0.99, 0.97, 0.17, -1.59, -1.38, -0.83, 0.43, 0.09, 0.37, 0.42, 0.71, 0.26, -0.41, 0.40, 0.23, 0.36, 0.49, 0.55, 0.54, -0.26, 0.45, -0.75, 0.10, -0.03, -0.27, -0.49, 0.32, 0.29, -0.21, 0.36, -0.30, 0.39, 0.34, 0.31, 1.51, -0.93, -0.59, -0.58, 1.18, -0.35, -0.72, 0.37, 0.42, 0.27, 0.35, -1.12, 0.18, 2.83, 2.56, 0.33, -0.70, -0.72, -0.87, -0.60, -1.11, -1.14, 0.16, -0.51, 0.12, -0.13, -0.71, -0.82, -0.50, 0.23, 0.72, 0.43, 0.30, 0.41, 0.24, 0.11, 0.32, -0.99, 0.18]}